1.
Density functional theory data (wB97M-V/def2-TZVPD) for a molecular structure, C45H45F15O49PPd at a distorted geometry.

LUMO (spin up / spin down) = 1.6 / 1.6 eV
Electronic energy = -201254.706 eV

Geometry as ORCA input:
```
! wB97M-V def2-TZVPD RIJCOSX def2/J DEFGRID3
* xyz -1 3
Pd -2.7704 -15.2199 4.2975
P -4.1810 -17.0403 4.8581
O -5.1719 -18.1785 5.0677
O -2.8558 -16.8687 5.5754
O -4.6228 -15.5574 4.9874
O -3.5852 -16.9437 3.3839
C 2.9095 -15.5387 4.1107
C 2.9016 -14.3778 5.0760
O 1.5753 -13.9308 5.1204
C 0.7598 -14.9293 4.6715
O -0.4305 -14.9751 4.7100
O 1.5750 -15.9101 4.1549
F 3.8236 -13.4509 4.6162
H 3.5350 -16.3851 4.3945
H 3.1510 -15.2511 3.0874
H 3.3241 -14.8926 5.9389
C -6.2882 -16.4256 7.5480
C -5.2160 -15.5136 8.1342
O -5.0862 -16.0155 9.4242
C -6.2905 -16.5070 9.8098
O -6.6045 -16.7925 10.9854
O -7.0478 -16.7091 8.7020
F -5.7513 -14.3082 8.1843
H -6.1200 -17.4086 7.1083
H -6.8777 -15.9515 6.7631
H -4.3337 -15.4940 7.4945
C -3.9337 -21.1794 -2.5070
C -4.6991 -20.6709 -1.2550
O -3.7074 -20.1155 -0.4761
C -2.4580 -20.4477 -1.0219
O -1.3933 -20.0020 -0.6338
O -2.6417 -21.2686 -2.0829
F -5.3164 -21.6078 -0.5554
H -4.0215 -20.4937 -3.3498
H -4.2491 -22.1825 -2.7939
H -5.3166 -19.8195 -1.5412
C -5.0317 -19.9624 7.2768
C -3.6026 -19.4886 7.4755
O -2.9592 -20.7210 7.6626
C -3.8844 -21.6055 8.2384
O -3.7316 -22.7514 8.6022
O -5.0957 -21.0135 8.1423
F -3.5129 -18.7886 8.6541
H -5.1778 -20.3802 6.2807
H -5.7161 -19.1175 7.3528
H -3.2616 -18.9046 6.6207
C -6.5582 -12.4733 4.7980
C -6.9727 -12.7373 3.3924
O -5.8247 -13.3184 2.8169
C -4.7805 -13.0840 3.5891
O -3.6396 -13.4413 3.3063
O -5.1162 -12.3964 4.5983
F -7.1537 -11.5937 2.8569
H -6.7079 -13.2750 5.5211
H -6.9571 -11.4760 4.9830
H -7.8819 -13.3315 3.3002
C -7.5190 -16.5624 3.8238
C -8.2471 -17.5673 4.7314
O -9.1924 -17.9668 3.7949
C -9.3545 -17.0760 2.8636
O -10.1601 -17.1610 1.9293
O -8.3954 -16.1634 2.8476
F -8.7657 -16.9788 5.8349
H -6.7237 -17.1781 3.4037
H -7.0818 -15.6803 4.2915
H -7.5641 -18.3719 5.0039
C -1.2559 -19.1790 4.3592
C -0.9522 -18.9419 2.9076
O -0.2923 -20.0771 2.5809
C -0.7081 -21.0956 3.4218
O -0.3128 -22.2253 3.3404
O -1.4592 -20.5861 4.3945
F -0.1514 -17.9144 2.7988
H -2.2008 -18.6945 4.6055
H -0.3848 -18.9027 4.9531
H -1.7428 -18.9264 2.1574
C -0.7082 -17.7104 7.7946
C -1.1751 -16.3794 8.2125
O -0.0452 -15.7583 8.6637
C 1.0470 -16.3710 8.1039
O 2.1929 -15.8881 8.0498
O 0.6949 -17.5768 7.6296
F -1.8679 -16.5140 9.2835
H -1.3324 -18.0852 6.9834
H -0.8589 -18.3977 8.6270
H -1.7008 -15.9244 7.3731
C -0.4132 -16.2796 -0.9454
C -0.7991 -14.8076 -1.3249
O -1.4654 -14.4321 -0.1132
C -1.1491 -15.2471 0.9072
O -1.6663 -15.1103 2.0582
O -0.2681 -16.1345 0.4418
F -1.6238 -14.8377 -2.3777
H 0.4797 -16.7076 -1.4010
H -1.3080 -16.8703 -1.1418
H 0.0632 -14.1604 -1.4848
C -5.2877 -15.5791 0.7578
C -5.5813 -17.0560 0.4566
O -5.2203 -17.1718 -0.9031
C -4.5945 -16.0919 -1.3372
O -4.1841 -15.7962 -2.5028
O -4.3139 -15.3063 -0.3184
F -6.8439 -17.0834 0.6384
H -4.8539 -15.3775 1.7372
H -6.2180 -15.0313 0.6077
H -5.1308 -17.7480 1.1682
C -11.8115 -12.7349 5.4937
C -11.6450 -13.7855 4.4309
O -10.5070 -14.4440 4.9130
C -9.9752 -13.8610 5.9476
O -8.9452 -14.2764 6.4970
O -10.7626 -12.8737 6.4044
F -11.2768 -13.4422 3.1819
H -12.8527 -12.7762 5.8135
H -11.8608 -11.7156 5.1109
H -12.5287 -14.4165 4.3357
C -8.2852 -20.9636 9.3484
C -8.2465 -19.5551 8.7906
O -9.5786 -19.2053 9.1636
C -10.4359 -20.2921 9.2676
O -11.6770 -20.2630 9.3548
O -9.6697 -21.3600 9.1573
F -8.2306 -19.5680 7.4178
H -7.9247 -20.9703 10.3771
H -7.5728 -21.5975 8.8206
H -7.5003 -18.8589 9.1735
C -7.8963 -23.8878 4.6882
C -7.9528 -22.8041 5.7849
O -8.5615 -21.7728 5.0256
C -9.0810 -22.1815 3.8797
O -9.7610 -21.4875 3.1510
O -8.6529 -23.4241 3.5942
F -6.7317 -22.3540 6.1941
H -8.2428 -24.8269 5.1196
H -6.8472 -24.0002 4.4148
H -8.5822 -23.0520 6.6396
C -2.7968 -12.7806 9.6920
C -3.2917 -11.6120 8.8311
O -3.4484 -12.1896 7.5545
C -2.7701 -13.3381 7.4743
O -2.6354 -14.0193 6.4939
O -2.4552 -13.7120 8.7373
F -2.4379 -10.6099 8.8383
H -3.6572 -13.2026 10.2114
H -2.0399 -12.4926 10.4216
H -4.1727 -11.1418 9.2679
C -4.3590 -20.1637 3.0625
C -5.9040 -20.2420 2.8976
O -6.0550 -21.5878 3.0710
C -4.9076 -22.3251 2.6913
O -4.8083 -23.5772 2.5530
O -3.9374 -21.4433 2.5986
F -6.3330 -20.0440 1.6491
H -4.0489 -19.9975 4.0942
H -4.2312 -19.3049 2.4036
H -6.5271 -19.7537 3.6468
*
```

=====

2.
Density functional theory data (wB97M-V/def2-TZVPD) for 2 unconnected molecules or ions with the total composition C45H45F2N2O at a distorted geometry.

LUMO = -5.5 eV
Electronic energy = -57851.125 eV

Geometry as ORCA input:
```
! wB97M-V def2-TZVPD RIJCOSX def2/J DEFGRID3
* xyz 1 1
C 3.4748 4.3439 3.4050
C 2.1245 3.7424 3.3435
C 1.0108 4.5453 3.1101
F 1.2348 5.8884 2.9467
C -0.2834 4.0772 3.0285
C -0.5332 2.6906 3.2606
C -1.8106 2.0829 3.2809
C -3.0838 2.6946 3.3635
C -3.3255 4.0640 3.6942
C -4.6202 4.5409 3.6739
F -4.8353 5.8743 3.9151
C -5.7408 3.7544 3.4214
C -7.0944 4.3532 3.4361
C -5.5138 2.3939 3.1593
C -4.2345 1.8779 3.1319
C 0.6088 1.8611 3.4679
C 1.8913 2.3674 3.5027
H 4.2145 3.5445 3.4438
H 3.6866 4.9687 2.5324
H 3.6118 4.9691 4.2937
H -1.0923 4.7539 2.7734
H -1.8179 0.9908 3.2549
H -2.5119 4.7227 3.9795
H -7.8325 3.5515 3.4499
H -7.2570 4.9886 4.3107
H -7.2874 4.9659 2.5495
H -6.3771 1.7519 2.9779
H -4.0667 0.8197 2.9236
H 0.4396 0.7934 3.6155
H 2.7435 1.7030 3.6648
C 3.5570 -5.3621 2.4463
C 2.7999 -4.7905 1.2771
C 3.4815 -4.1783 0.2201
C 2.8000 -3.6123 -0.8665
C 3.5880 -3.0405 -2.0014
C 1.3994 -3.6306 -0.8566
N 0.6698 -2.9658 -1.8857
C 0.7063 -1.6465 -2.2075
C 1.6790 -0.6410 -1.7652
C 1.8942 -0.3855 -0.3343
C 3.0193 0.5043 0.0209
C 1.0612 -0.9926 0.6575
C -0.3275 -1.1446 0.4614
C -1.1614 -1.5650 1.4905
C -0.6186 -1.9226 2.7253
C 0.7606 -1.8381 2.9307
C 1.5882 -1.3562 1.9277
O 2.3217 -0.0112 -2.6361
N -0.0930 -1.4566 -3.2840
C -0.1784 -0.3153 -4.1411
C -0.5235 0.9468 -3.6404
C -0.8188 1.1676 -2.1952
C -0.6275 2.0272 -4.5303
C -0.4391 1.8664 -5.9046
C -0.5699 3.0457 -6.8312
C -0.1259 0.5899 -6.3816
C -0.0022 -0.5089 -5.5186
C 0.3255 -1.8462 -6.0991
C -0.8039 -2.6416 -3.4959
C -0.3090 -3.5715 -2.6769
C 0.6890 -4.3225 0.1328
C -0.8003 -4.4553 0.1121
C 1.4063 -4.8624 1.2119
H 2.8648 -5.7987 3.1747
H 4.2573 -6.1478 2.1286
H 4.1510 -4.5922 2.9594
H 4.5746 -4.1451 0.2301
H 2.9979 -2.9139 -2.9147
H 4.0422 -2.0728 -1.7451
H 4.4175 -3.7215 -2.2419
H 2.9735 0.7824 1.0812
H 3.9900 0.0179 -0.1706
H 2.9882 1.4221 -0.5863
H -0.7415 -0.8616 -0.5060
H -2.2388 -1.6073 1.3178
H -1.2760 -2.2672 3.5243
H 1.1934 -2.1396 3.8869
H 2.6667 -1.2803 2.0812
H -1.1771 2.1944 -2.0578
H -1.5898 0.4929 -1.8044
H 0.0800 1.0689 -1.5734
H -0.8763 3.0134 -4.1314
H -0.5391 2.7224 -7.8764
H -1.5127 3.5834 -6.6653
H 0.2402 3.7723 -6.6797
H 0.0328 0.4415 -7.4534
H 0.7275 -1.6917 -7.1065
H 1.0813 -2.3936 -5.5247
H -0.5594 -2.4890 -6.2065
H -1.5584 -2.7028 -4.2555
H -0.5328 -4.6160 -2.5658
H -1.1672 -4.5874 1.1376
H -1.3105 -3.5746 -0.2898
H -1.1247 -5.3322 -0.4682
H 0.8547 -5.3370 2.0291
*
```

=====

3.
Density functional theory data (wB97M-V/def2-TZVPD) for a molecular structure, C45H45N5O4P2ReS2 at a distorted geometry.

LUMO (spin up / spin down) = -6.3 / -6.2 eV
Relative energy (zero: lowest compared OMol25 entry of this formula, charge and spin) = 230.1 kcal per mole
Electronic energy = -105391.300 eV

Geometry as ORCA input:
```
! wB97M-V def2-TZVPD RIJCOSX def2/J DEFGRID3
* xyz 2 2
Re 0.1303 -0.7867 -0.8006
C 3.4653 -0.0409 0.3719
C 2.5027 1.0219 0.9725
P 0.8795 0.1848 1.3254
C -0.2978 1.6355 1.6598
C 0.1393 3.0521 1.8471
C -0.4201 4.1764 2.6978
C -2.7948 3.2689 2.5158
C -2.6777 1.7633 2.4731
C -1.6015 1.0801 2.1139
C 0.8505 -0.2052 3.1288
C 1.2416 0.7803 4.0314
C 1.2843 0.5084 5.3942
C 0.9237 -0.7441 5.8626
C 0.5131 -1.7251 4.9667
C 0.4793 -1.4585 3.6098
P 3.1299 -1.6405 1.2665
C 2.4897 -2.7042 -0.0801
C 3.2981 -3.3600 -0.9141
C 2.7823 -4.1442 -2.0849
C 1.3319 -4.4817 -1.9342
C 0.5388 -3.8506 -1.0710
C 0.9850 -2.7403 -0.1968
C 4.7476 -2.3664 1.7027
C 5.8756 -1.5811 1.9251
C 7.0887 -2.1757 2.2479
C 7.1784 -3.5517 2.3806
C 6.0414 -4.3353 2.2263
C 4.8302 -3.7478 1.8998
H 4.5067 0.2671 0.4523
H 3.2450 -0.1966 -0.6808
H 2.3403 1.8298 0.2535
H 2.9191 1.4401 1.8898
H 1.2143 3.1717 1.7329
H -0.4685 5.0578 2.0560
H -3.7691 3.4899 2.9463
H -3.5720 1.2096 2.7361
H -1.6583 -0.0016 2.0818
H 1.5397 1.7641 3.6869
H 1.6041 1.2776 6.0862
H 0.9726 -0.9632 6.9213
H 0.2291 -2.7059 5.3269
H 0.1832 -2.2349 2.9150
H 4.3738 -3.3512 -0.7821
H 3.3585 -5.0558 -2.2222
H 0.9726 -5.3296 -2.5072
H -0.4755 -4.2041 -0.9362
H 0.5448 -2.8456 0.7996
H 5.8206 -0.5015 1.8534
H 7.9662 -1.5577 2.3917
H 8.1275 -4.0135 2.6191
H 6.0994 -5.4088 2.3557
H 3.9477 -4.3643 1.7856
C -3.4145 5.9593 0.0533
C -3.9555 4.7348 0.7824
N -2.8617 3.7960 1.1260
C -1.7559 3.9689 3.4034
C -1.5936 3.2274 4.7326
C -2.3022 3.1087 0.1094
S -0.4732 2.7191 0.1612
N -2.8862 2.8085 -0.9890
C -2.4196 1.8393 -1.8740
O -1.4312 1.1324 -1.5814
C -3.2018 1.7295 -3.1085
C -4.0862 2.7549 -3.4749
C -4.8134 2.6595 -4.6462
C -4.6922 1.5327 -5.4503
C -3.8199 0.5117 -5.0931
C -3.0737 0.6156 -3.9360
H -4.2116 6.6871 -0.0966
H -3.0176 5.6904 -0.9271
H -2.6258 6.4358 0.6374
H -4.6942 4.2177 0.1688
H -4.4257 5.0353 1.7151
H -2.1472 4.9651 3.6251
H 0.3223 4.4009 3.4664
H -2.5642 3.0609 5.2054
H -0.9884 3.8238 5.4160
H -1.1066 2.2613 4.5980
H -4.1959 3.6195 -2.8377
H -5.4848 3.4590 -4.9307
H -5.2899 1.4447 -6.3486
H -3.7284 -0.3676 -5.7185
H -2.4144 -0.1850 -3.6460
N 0.6870 0.4502 -3.8147
C -0.0445 -0.6738 -3.8195
N -0.5268 -1.2829 -2.7368
C -1.4110 -2.3131 -3.1122
C -2.2550 -3.0100 -2.2559
C -3.1019 -3.9670 -2.7840
C -3.1065 -4.2443 -4.1508
C -2.2983 -3.5316 -5.0189
C -1.4751 -2.5513 -4.4827
S -0.4774 -1.3979 -5.3341
H 1.0786 0.7556 -2.9408
H 1.2086 0.6829 -4.6448
H -2.2478 -2.7754 -1.1978
H -3.7800 -4.5027 -2.1319
H -3.7606 -5.0124 -4.5415
H -2.3154 -3.7206 -6.0848
O 3.0985 -3.5430 -3.4340
N 3.0536 -2.2252 -3.6990
O 3.3950 -1.9422 -4.8157
O 2.6754 -1.4476 -2.8414
*
```

=====

4.
Density functional theory data (wB97M-V/def2-TZVPD) for a molecular structure, C45H46AsClCrFN6OS3 at a distorted geometry.

LUMO (spin up / spin down) = 2.1 / 2.1 eV
Relative energy (zero: lowest compared OMol25 entry of this formula, charge and spin) = 27.8 kcal per mole
Electronic energy = -195407.817 eV

Geometry as ORCA input:
```
! wB97M-V def2-TZVPD RIJCOSX def2/J DEFGRID3
* xyz -1 5
Cr -0.8470 2.2609 0.3127
S 0.6078 4.1176 1.3146
C 2.1880 3.6225 1.6556
C 3.2306 4.5819 1.6619
C 4.5247 4.2834 2.1058
C 4.9140 2.9552 2.3911
C 3.9006 1.9842 2.2293
C 2.5886 2.2418 1.8392
As 1.4074 0.6952 1.3860
C 0.9482 0.0273 3.1710
C 1.3369 0.7201 4.2988
C 0.7709 0.4276 5.4984
C -0.1931 -0.5203 5.5749
C -0.4984 -1.2991 4.4289
C 0.0914 -1.0202 3.2205
C 2.7339 -0.6303 0.7772
C 3.1408 -1.7018 1.6289
C 4.2705 -2.4807 1.2828
C 4.9326 -2.2926 0.0934
C 4.5356 -1.2757 -0.7235
C 3.4508 -0.4682 -0.4251
H 2.9624 5.5964 1.4021
H 5.3133 5.0354 2.1160
H 5.9319 2.6267 2.6634
H 4.1002 0.9544 2.4669
H 2.1079 1.4567 4.2096
H 1.0338 1.0282 6.3403
H -0.7602 -0.6739 6.4917
H -1.2272 -2.0487 4.5973
H -0.1271 -1.5946 2.2708
H 2.6235 -1.8179 2.5572
H 4.4880 -3.3326 1.9503
H 5.6651 -3.0289 -0.2696
H 5.1327 -1.0236 -1.6019
H 3.0643 0.2529 -1.1019
S -3.2065 1.6307 4.4543
C -2.2689 1.7163 3.0905
N -1.5670 1.8687 2.1879
F -0.0340 1.3800 -5.8386
C -0.0906 1.7240 -4.5137
C -0.9899 2.7440 -4.1104
C -0.9974 3.0921 -2.7850
C -0.2982 2.4026 -1.7664
C 0.6061 1.3944 -2.2543
C 0.7278 1.0714 -3.6300
H -1.5598 3.2734 -4.8737
H -1.6985 3.8460 -2.5613
H 1.1304 0.7693 -1.5391
H 1.3542 0.2433 -3.8422
C -1.9659 -2.9542 -5.0811
C -2.3659 -3.7593 -3.8229
C -1.3427 -4.9101 -3.6414
C -3.8211 -4.3137 -3.8929
C -2.1947 -2.9322 -2.4822
O -2.2261 -3.7931 -1.3796
C -0.8955 -2.1526 -2.4887
C -0.2664 -1.8420 -1.0841
C 0.5122 -2.9770 -0.4597
C 1.6864 -3.4904 -1.1100
C 2.3909 -4.5645 -0.5810
C 1.9327 -5.1077 0.5747
Cl 2.8306 -6.4535 1.3714
C 0.8694 -4.4973 1.2962
C 0.1356 -3.4847 0.7993
C -3.3947 -1.9812 -2.2618
N -3.2206 -0.9695 -1.2607
C -2.6385 0.2072 -1.4287
N -2.4810 0.8195 -0.2598
C -3.1030 -0.0597 0.5986
N -3.5828 -1.1409 0.0312
H -2.1922 -3.5580 -5.9659
H -0.8637 -2.9181 -5.1588
H -2.3593 -1.9619 -5.2103
H -1.1147 -5.3971 -4.5722
H -1.7970 -5.6529 -2.9822
H -0.3843 -4.5446 -3.1797
H -3.7368 -5.3129 -4.3642
H -4.5944 -3.7691 -4.4720
H -4.1811 -4.4180 -2.8548
H -1.3385 -3.8594 -1.0099
H -1.1757 -1.1818 -3.0227
H -0.1096 -2.7492 -2.9884
H -1.0226 -1.4819 -0.3630
H 0.3575 -0.9896 -1.2050
H 1.9819 -3.0577 -2.0601
H 3.2248 -4.9653 -1.1088
H 0.6450 -4.8968 2.2737
H -0.7130 -3.0725 1.3881
H -4.2248 -2.5484 -1.9837
H -3.5901 -1.4777 -3.2448
H -2.2599 0.5880 -2.3481
H -3.3092 0.1806 1.6198
C -1.2296 7.2892 0.8760
N -1.6808 6.4601 2.0075
C -1.3799 6.6856 3.3673
C -2.0304 5.6667 4.0580
N -2.6291 4.8931 3.1124
C -2.4074 5.3795 1.8512
S -2.8558 4.7230 0.3399
H -2.0667 7.8734 0.5091
H -0.8848 6.6793 0.0198
H -0.4899 7.9730 1.2857
H -0.7464 7.4590 3.6766
H -2.0157 5.4382 5.1219
H -3.1356 4.0655 3.3185
*
```